15
Properties=species:S:1:pos:R:3:forces:R:3:nbo_charge:R:1 method="wB97M-V/def2-TZVPD" gap_ha=0.4025 lumo_ev=1.036 energy_ev=-7384.9596 total_charge=0 e_above_lowest_ev=3.7875 e_homo_ev=-9.9161 largest_force_ha_per_bohr=0.010 smiles=C#CC[C@H](C)C#C
C -0.27263 -1.61941 -0.35396 0.0 -0.1 0.0 -0.588
C -0.25313 -0.22788 0.28890 0.0 0.0 0.1 -0.289
C 0.33901 0.84192 -0.67467 0.0 0.1 0.0 -0.468
C 1.75669 1.06526 -0.37991 0.5 0.0 0.2 -0.010
C 2.89683 1.22093 -0.02430 -0.4 -0.1 -0.2 -0.244
C -1.59322 0.14013 0.76260 -0.5 0.1 0.2 0.010
C -2.68780 0.41667 1.18194 0.4 -0.1 -0.2 -0.257
H -0.92391 -1.62248 -1.23496 0.1 0.0 0.1 0.209
H 0.73637 -1.91188 -0.66311 -0.1 0.1 0.0 0.216
H -0.65249 -2.36359 0.35189 0.1 0.1 -0.1 0.220
H 0.40067 -0.26338 1.16861 -0.1 0.0 -0.1 0.242
H 0.20927 0.51787 -1.71494 0.0 0.0 0.2 0.235
H -0.20259 1.78815 -0.57279 0.1 -0.1 0.0 0.249
H 3.90314 1.36246 0.30252 -0.2 0.0 -0.1 0.238
H -3.65621 0.65522 1.56218 0.2 0.0 -0.1 0.239

15
Properties=species:S:1:pos:R:3:forces:R:3:nbo_charge:R:1 method="wB97M-V/def2-TZVPD" gap_ha=0.3657 lumo_ev=1.115 energy_ev=-7387.8691 total_charge=0 e_above_lowest_ev=0.8780 e_homo_ev=-8.8368 largest_force_ha_per_bohr=0.058 smiles=Cc1ccccc1
C 2.25106 -0.46035 -0.59950 1.8 0.4 -0.4 -0.635
C 0.44688 1.16944 -0.00681 -0.4 -0.4 1.2 -0.207
C 0.86294 -0.14906 -0.17700 -0.7 -0.6 -0.5 -0.027
C -0.06002 -1.20880 -0.07402 1.2 0.1 0.1 -0.197
C -1.36376 -1.00917 0.34157 -0.7 1.5 -2.5 -0.230
C -1.78596 0.33466 0.39113 0.3 0.0 1.1 -0.205
C -0.90533 1.41386 0.22884 -0.2 -0.9 1.7 -0.213
H 3.03379 -0.03581 0.06626 -0.6 -0.2 -0.1 0.218
H 2.49415 -0.00590 -1.57601 -0.3 -0.1 0.2 0.221
H 2.49757 -1.52172 -0.72847 -0.4 0.1 0.3 0.216
H 1.19298 1.89369 0.30707 0.0 0.4 -0.9 0.212
H 0.39943 -2.18041 -0.26074 -0.6 -0.1 0.1 0.206
H -2.16965 -1.70159 0.10229 0.4 -0.6 1.1 0.221
H -2.74121 0.53473 0.87780 -0.1 0.1 -0.7 0.205
H -1.25427 2.32105 0.71755 0.2 0.4 -0.8 0.213

15
Properties=species:S:1:pos:R:3:forces:R:3:nbo_charge:R:1 method="wB97M-V/def2-TZVPD" gap_ha=0.3610 lumo_ev=1.250 energy_ev=-7383.9871 total_charge=0 e_above_lowest_ev=4.7600 e_homo_ev=-8.5736 largest_force_ha_per_bohr=0.012 smiles=C[C@@]12[C@@H]3[C@H]4[C@@H]3[C@@H]1[C@H]42
C -1.46578 0.16606 1.41148 0.0 0.0 0.0 -0.613
C -0.38170 0.02504 0.39082 -0.2 0.1 0.1 -0.003
C 1.08686 0.54847 0.35186 0.1 0.2 0.2 -0.233
C 1.02460 0.66799 -1.15591 0.1 0.3 -0.2 -0.224
C 1.48934 -0.62171 -0.51599 0.2 -0.2 -0.1 -0.225
C 0.02846 -1.12980 -0.50345 -0.1 -0.3 -0.1 -0.237
C -0.43604 0.17214 -1.11060 -0.3 0.2 -0.3 -0.231
H -2.32839 -0.44750 1.13064 0.1 0.1 0.0 0.217
H -1.14054 -0.15759 2.40712 0.0 0.0 -0.2 0.214
H -1.80252 1.20592 1.48710 0.1 -0.1 0.0 0.212
H 1.66883 1.14067 1.04896 0.0 -0.2 0.0 0.227
H 1.55930 1.30549 -1.84791 -0.1 0.1 0.2 0.225
H 2.44864 -1.12645 -0.55018 -0.2 0.1 -0.1 0.226
H -0.44056 -2.05218 -0.80624 0.1 -0.3 0.5 0.226
H -1.31050 0.30345 -1.73772 0.2 0.1 0.0 0.220